24
Properties=species:S:1:pos:R:3 method="wB97M-V/def2-TZVPD" charge=+1 e_above_lowest_kcal_mol=42.3 fmax_ev_per_a=3.21 lumo_ev="-4.14 / -4.39" homo_ha="-0.4101 / -0.4079" e_tot_ev=-14895.1553 homo_lumo_gap_ev="7.02 / 6.71"
H 4.04 0.95 0.60
C 2.43 0.31 -0.53
H 3.22 2.16 -0.60
C 1.47 -1.93 0.11
N -0.02 0.50 -0.07
H -1.58 2.96 1.17
H -0.04 3.15 0.33
C -1.09 1.34 -0.06
C -2.03 -0.60 -0.13
H 3.04 -1.14 0.96
H -0.44 -2.76 -0.12
C -0.59 -0.70 0.04
C -3.05 -1.65 -0.09
H -1.73 3.31 -0.62
H -2.40 -2.63 -0.09
N 2.36 -0.83 0.16
H 1.81 -2.78 0.52
H 1.74 0.55 -1.30
C -1.10 2.77 0.15
N -2.26 0.69 -0.21
N 3.38 1.19 -0.21
N 0.14 -1.83 0.09
H -3.60 -1.55 0.87
H -3.70 -1.50 -0.98